DFT (wB97M-V/def2-TZVPD) results for 3 unconnected molecules or ions with the total composition C22H39N3O8.

Its molar mass is 473.6 g mol⁻¹. As for the highest occupied orbital energy: -8.98 eV. The structure (SMILES) is CCNc1ccc2c(c1N)C(=O)NC2=O.COCCOCCOC.COCCOCCOC. The total energy is -1627.5806 a.u. The HOMO-LUMO gap is 7.85 eV. The LUMO energy is -1.1 eV.

Structure (ORCA input):
```
! wB97M-V def2-TZVPD RIJCOSX def2/J DEFGRID3
* xyz 0 1
H -9.50020 5.14667 0.15402
H 1.11398 0.27137 4.56289
H -0.09075 1.41430 3.90157
C 0.49523 0.51154 3.69261
H 4.96335 -7.78383 -2.42812
C -0.44905 -0.64629 3.39626
H 8.33322 -6.97367 -1.90491
H 5.46310 -1.20834 -2.00570
H -5.08230 3.35162 3.01537
C -4.57737 3.88222 2.14602
H -7.36496 5.19227 1.59921
O 0.24550 4.68046 1.25303
N -0.88801 5.98202 -0.44165
C -3.02988 3.96314 2.16464
C -2.33715 4.71754 1.01438
H 1.59838 -3.47205 0.71651
C -3.22145 5.32045 -0.13323
H -8.33103 2.98907 0.15787
O -1.53732 -0.28127 2.54433
H -0.96761 6.90207 0.04050
O 5.58933 -3.27538 -2.05679
H 5.55309 -5.51305 -0.67533
O 6.51342 -6.41196 -2.63111
O 0.40768 -1.81656 0.69411
O -2.33348 6.39992 -2.31817
H -2.39130 3.49657 2.97750
C -8.58248 5.10849 -0.52777
H 0.99993 2.76107 2.42497
C -1.21286 -0.08047 1.16645
C 4.58355 -5.01390 -0.70065
H 4.29537 -2.03319 -3.09097
N -6.93242 4.34933 1.19729
C 0.57109 -3.20398 0.46518
H -0.91183 -0.94969 4.34030
C 4.71518 -3.51668 -0.95591
H -1.64591 -2.14378 0.72641
H 0.08022 -1.51796 3.00917
H -0.40788 0.64660 1.05475
C -4.75886 5.22348 -0.13034
H -7.94161 6.05435 -0.35679
C -7.62842 3.87618 -0.03499
H -8.82930 5.06004 -1.63871
H 6.98330 -8.00132 -1.39213
H 4.13344 -5.14636 0.28793
C 5.31791 -2.04276 -2.69738
C -0.81186 5.04143 0.71083
H 2.48659 2.17076 1.66724
C 5.25020 -6.92510 -3.04456
H 3.31324 -6.17434 -3.52168
C -2.20036 5.97060 -1.15737
O 3.69202 -5.66279 -1.60992
H -4.78792 6.29410 -1.83064
N -5.51125 5.83630 -1.23574
C -0.92125 -1.37991 0.42444
H 2.41161 2.31344 3.43886
H 7.61447 -8.11010 -3.07014
H 5.14971 -3.02775 -0.07866
C 4.17962 -5.84458 -2.94118
C 7.40247 -7.43868 -2.23279
H 5.34978 -7.24377 -4.08881
C -5.48261 4.49195 1.02767
O 1.37292 0.73232 2.59175
H 4.50768 -4.89805 -3.37163
H -0.10252 -3.77835 1.10966
C 1.83967 2.06890 2.53897
H 0.38722 -3.44322 -0.58633
H 3.72411 -3.09230 -1.15425
H -0.99974 -1.21068 -0.65591
H 6.00759 -1.93503 -3.53508
H -6.90717 3.54744 -0.85876
H -2.10778 0.36559 0.72277
H -5.85925 5.06352 -1.84135
*
```

Here is what Löwdin gives for the atomic charges, in e:
1. H 0.076
2. H 0.124
3. H 0.121
4. C -0.196
5. H 0.126
6. C -0.175
7. H 0.088
8. H 0.087
9. H 0.100
10. C 0.028
11. H 0.116
12. O 0.078
13. N 0.086
14. C 0.008
15. C -0.032
16. H 0.081
17. C 0.012
18. H 0.110
19. O -0.139
20. H 0.150
21. O -0.206
22. H 0.119
23. O -0.207
24. O -0.207
25. O 0.070
26. H 0.101
27. C -0.118
28. H 0.058
29. C -0.175
30. C -0.175
31. H 0.087
32. N -0.059
33. C -0.106
34. H 0.125
35. C -0.194
36. H 0.126
37. H 0.119
38. H 0.119
39. C -0.126
40. H 0.064
41. C -0.255
42. H 0.072
43. H 0.086
44. H 0.123
45. C -0.110
46. C -0.320
47. H 0.093
48. C -0.197
49. H 0.125
50. C -0.328
51. O -0.137
52. H 0.078
53. N 0.065
54. C -0.196
55. H 0.088
56. H 0.086
57. H 0.127
58. C -0.174
59. C -0.111
60. H 0.125
61. C -0.150
62. O -0.205
63. H 0.119
64. H 0.088
65. C -0.103
66. H 0.089
67. H 0.121
68. H 0.125
69. H 0.088
70. H 0.105
71. H 0.124
72. H 0.092



DFT (wB97M-V/def2-TZVPD) results for a molecular structure, C22H40Cl3N3O15.

Its molar mass is 692.9 g mol⁻¹. As for the highest occupied orbital energy: -8.02 eV. The total energy is -3534.7223 a.u. The HOMO-LUMO gap is 8.41 eV. The LUMO energy is 0.4 eV.

Structure (ORCA input):
```
! wB97M-V def2-TZVPD RIJCOSX def2/J DEFGRID3
* xyz 0 1
O -5.26268 -2.37161 -3.17945
O -0.86102 3.79316 0.78913
H 5.95263 -2.25786 -0.19643
O 2.49927 1.04302 -3.73393
Cl -0.16542 -1.29738 6.28779
C -1.41309 2.18117 -1.49451
H 2.79343 1.81760 2.29452
C 1.59485 3.41735 2.16330
H -1.45023 -1.48550 4.31250
H -2.02096 1.35095 -1.13488
C 1.90726 1.34372 -2.57101
H -2.44740 -0.30814 -1.31166
O 1.51202 0.19089 -2.10263
N -1.75612 -2.31688 2.43370
H 0.09853 0.76069 -0.67606
C -3.35037 0.22562 -1.60807
C -4.17107 -1.89283 -2.56688
H 2.41078 2.16358 0.60735
N -3.80916 2.42934 -1.18769
C 2.73568 1.38384 1.29621
C -2.99830 3.18382 1.14015
C -0.39971 -1.29224 4.52969
H -5.98216 -4.33742 -3.24605
H 0.62709 -0.90300 -0.48886
C 0.93767 0.08318 -0.83393
C -3.46795 2.73105 -0.17183
Cl 0.19269 0.33400 3.88434
H -3.11497 4.26743 1.15780
O -4.40169 -0.63739 -2.14939
C 3.04518 -2.61930 3.21507
Cl 0.42735 -2.61525 3.66212
O 5.63355 -0.30920 0.15497
H 2.48024 -2.01592 3.92562
H 3.58644 1.44640 -5.42033
H 7.14736 -1.38128 -0.95368
H -1.98123 3.11095 -1.52327
H -1.02594 -2.77954 -0.36173
C -3.34116 -2.28317 0.32799
C 4.34768 -0.16668 0.21133
H 3.72072 2.59339 -3.97602
H 2.01185 0.57001 1.25304
H -3.21188 -3.26119 -0.13554
H 3.81789 -1.90962 2.91950
H 0.73376 3.29744 2.82076
O 3.52526 -0.80395 -0.44840
O 2.18667 -3.14367 2.14588
O 1.29888 2.86064 0.83492
H 0.70190 0.67959 1.06401
H -0.66768 1.64304 1.78539
H -1.98181 2.88547 1.39670
O -3.20303 -2.60615 -2.27916
H -4.40382 -2.23486 0.56570
H 2.49289 3.01641 2.63325
H 3.45524 -3.52641 3.65905
C 1.55928 -2.20547 1.35491
O 0.82076 -2.83919 0.46252
H -1.18157 1.89800 -2.52131
H -3.30375 1.18424 -2.12476
H -0.24546 -0.10144 2.24377
O 4.04893 0.90283 1.04009
H 1.67869 0.35610 -0.08258
C -0.30971 0.66314 1.46955
C -1.29993 0.09895 0.49931
C 0.04970 3.08073 0.34252
H -5.47917 -3.71242 -4.88468
C -0.24360 -2.04083 -0.18747
H 5.62631 -1.27906 -1.69157
H -4.34773 -4.15383 -3.71049
O -0.18376 2.24650 -0.72988
H -0.60285 -1.21032 0.42022
O 1.59621 -0.90826 1.54253
H 2.21545 2.45343 -5.03915
O 1.82225 2.46262 -2.03275
C -5.32233 -3.67529 -3.80667
H -3.12814 -1.44396 -0.33415
H -3.54042 2.72337 1.96611
C 6.08899 -1.30344 -0.70495
N -2.02472 -0.29959 -0.30099
H 0.05412 -1.60737 -1.14223
H -3.79080 0.54108 -0.66223
C -2.43636 -2.32108 1.47128
H 1.80676 4.47758 2.02506
C 3.08693 1.96568 -4.60243
*
```

Here is what Löwdin gives for the atomic charges, in e:
1. O -0.003
2. O 0.038
3. H 0.101
4. O -0.019
5. Cl 0.541
6. C -0.017
7. H 0.078
8. C 0.016
9. H -0.006
10. H 0.021
11. C -0.537
12. H -0.089
13. O 0.089
14. N 0.093
15. H 0.050
16. C -0.126
17. C -0.544
18. H 0.056
19. N 0.111
20. C -0.097
21. C -0.027
22. C -1.291
23. H 0.092
24. H 0.003
25. C -0.119
26. C -0.225
27. Cl 0.687
28. H 0.105
29. O 0.046
30. C -0.087
31. Cl 0.807
32. O 0.038
33. H 0.026
34. H 0.095
35. H 0.093
36. H 0.104
37. H 0.116
38. C -0.051
39. C -0.525
40. H 0.101
41. H 0.025
42. H 0.099
43. H 0.094
44. H 0.107
45. O 0.118
46. O -0.142
47. O -0.105
48. H 0.046
49. H 0.080
50. H 0.036
51. O 0.054
52. H 0.114
53. H 0.085
54. H 0.103
55. C -0.498
56. O 0.087
57. H 0.135
58. H 0.058
59. H -0.063
60. O 0.034
61. H 0.060
62. C -0.133
63. C -0.112
64. C -0.452
65. H 0.092
66. C -0.049
67. H 0.102
68. H 0.080
69. O -0.103
70. H 0.017
71. O -0.124
72. H 0.098
73. O 0.111
74. C -0.028
75. H 0.025
76. H 0.097
77. C -0.062
78. N 0.035
79. H 0.124
80. H 0.107
81. C -0.171
82. H 0.116
83. C -0.045



DFT (wB97M-V/def2-TZVPD) results for a molecular structure, C22H40N10O3PSTi.

Its molar mass is 603.5 g mol⁻¹. As for the highest occupied orbital energy (alpha / beta): -8.49 / -10.22 eV. The total energy is -3224.5548 a.u. The HOMO-LUMO gap (alpha / beta) is 6.40 / 7.40 eV. The LUMO energy (alpha / beta) is -2.1 / -2.8 eV.

Structure (ORCA input):
```
! wB97M-V def2-TZVPD RIJCOSX def2/J DEFGRID3
* xyz 1 3
H -3.90420 -2.61941 -1.94728
H 2.85333 -1.85755 -2.85481
C 1.72641 -1.86862 0.95532
C 2.37132 -4.04449 0.43854
C -2.39744 2.72479 2.67079
C -3.18831 -2.72876 -1.13550
O -3.44305 -1.70590 -0.16407
N -1.53375 -2.30567 -4.28767
C -0.40568 3.30979 -1.79066
H 3.91488 -0.10439 1.38196
H 4.37384 3.19371 -0.14555
C 2.31611 -1.14785 -2.23608
C 4.00138 2.26600 -0.55526
H -1.66146 2.57127 3.45483
C 3.40267 -3.42202 1.37224
N -1.30067 3.37265 -0.66056
H 3.35173 -3.83342 2.38513
H -1.02311 -2.99965 -4.81211
H -5.28685 0.30556 0.00447
H 4.98744 -0.63002 -2.01355
H -2.18395 -2.65565 -1.54369
C -2.05884 4.60041 -0.48648
H -2.23265 -1.79934 -4.80510
H 4.42069 -3.53668 1.00384
H 0.34256 2.08593 2.61136
H -0.50581 -4.07528 0.74569
C 4.87282 1.28985 -1.07139
H -4.86385 1.83037 -0.80969
H 0.28676 4.15877 -1.79320
C -0.78022 -1.56519 -3.41325
C 4.35017 0.13817 -1.59537
H -1.08495 -1.75218 2.47684
N 0.99934 -1.17930 -2.16761
H -0.61887 -2.49036 -0.04690
H -4.55686 0.28147 -1.62425
C 0.04398 1.23403 1.99275
N 3.02177 -2.01177 1.36089
P -2.42426 -0.52389 0.22312
H 4.94912 -1.44779 1.80093
N 0.37791 -2.02940 -3.05983
H -2.85605 1.77399 2.39935
N -0.35050 1.69036 0.65404
C -2.69828 4.38762 0.87442
C -0.02508 -3.39532 0.03646
H -2.78927 4.72887 -1.28474
H -0.76917 0.71159 2.49675
H -3.16617 3.38128 3.07261
H 0.19217 2.40245 -1.79937
H 5.94262 1.45182 -1.06154
N 0.94289 -0.80917 0.97057
H -1.38585 5.46507 -0.49250
H 0.00818 -3.86005 -0.94992
H -0.97819 3.31729 -2.71735
C 2.65310 2.02160 -0.58297
H 3.78054 -0.86597 2.98839
C -4.57744 0.79184 -0.66228
S -1.46884 -0.06806 -2.82918
C -1.11669 2.74183 0.53042
O -2.63994 -0.52174 1.83525
C -2.16928 -1.65544 2.56998
Ti 0.10028 0.11907 -0.82854
N 1.30898 -3.05712 0.46507
C 2.95486 -0.04555 -1.61328
H -3.32947 -3.69338 -0.65074
H 2.09673 0.89245 1.55937
H 2.00892 -5.00763 0.79629
H -2.43545 -1.49182 3.61075
H -2.65228 -2.56901 2.22021
H 1.94503 2.73288 -0.17601
C 3.94550 -1.04344 1.92376
H -2.74531 5.29716 1.47002
C 1.24145 0.30309 1.88731
O -3.26454 0.81436 -0.08335
H -3.70791 3.97611 0.77964
N 2.11057 0.89508 -1.08945
N -1.82006 3.39734 1.50501
H 1.45090 -0.06394 2.89552
H 2.75362 -4.17374 -0.57883
*
```

Here is what Löwdin gives for the atomic charges, in e:
1. H 0.094
2. H 0.128
3. C -0.347
4. C -0.099
5. C -0.023
6. C -0.102
7. O -0.313
8. N 0.068
9. C -0.039
10. H 0.069
11. H 0.108
12. C -0.092
13. C -0.059
14. H 0.084
15. C -0.102
16. N -0.082
17. H 0.131
18. H 0.098
19. H 0.093
20. H 0.119
21. H 0.031
22. C -0.108
23. H 0.079
24. H 0.126
25. H 0.129
26. H 0.103
27. C -0.064
28. H 0.087
29. H 0.104
30. C -0.863
31. C -0.023
32. H 0.067
33. N -0.195
34. H 0.016
35. H 0.078
36. C -0.211
37. N -0.061
38. P 0.725
39. H 0.096
40. N -0.001
41. H 0.078
42. N -0.022
43. C -0.111
44. C -0.044
45. H 0.130
46. H 0.086
47. H 0.097
48. H 0.027
49. H 0.113
50. N -0.013
51. H 0.130
52. H 0.096
53. H 0.099
54. C -0.150
55. H 0.096
56. C -0.082
57. S 0.632
58. C -0.366
59. O -0.337
60. C -0.106
61. Ti 0.698
62. N -0.085
63. C -0.271
64. H 0.095
65. H 0.082
66. H 0.129
67. H 0.094
68. H 0.086
69. H 0.105
70. C -0.021
71. H 0.129
72. C -0.212
73. O -0.356
74. H 0.126
75. N -0.006
76. N -0.054
77. H 0.128
78. H 0.129



DFT (wB97M-V/def2-TZVPD) results for 4 unconnected molecules or ions with the total composition C22H40NO12S.

Its molar mass is 542.6 g mol⁻¹. As for the highest occupied orbital energy: -11.42 eV. The total energy is -2217.7504 a.u. The HOMO-LUMO gap is 6.74 eV. The LUMO energy is -4.7 eV.

Structure (ORCA input):
```
! wB97M-V def2-TZVPD RIJCOSX def2/J DEFGRID3
* xyz 1 1
H 0.82653 -0.81291 -3.79209
C -3.14550 -1.27287 -1.18531
C 1.09432 3.54630 -3.38384
H -4.47233 -6.72946 -0.85183
H -0.23286 3.45432 -1.00255
H 0.62352 5.61636 -3.00161
H 1.97271 -0.18880 -2.61964
H 3.02203 4.37376 -0.89819
C 2.83454 -2.44961 5.77784
H 2.47828 5.45367 1.63820
C 1.26090 0.62574 4.98835
C 2.91213 4.53832 1.22867
S 5.19041 2.11541 1.64520
H 3.04719 -2.58212 4.71606
H 0.62239 5.44906 0.51521
H -3.31741 0.78363 -1.77331
H -0.18965 2.46554 -4.69278
C 2.77672 3.46983 2.30845
H -2.55785 -7.96983 -2.88422
H -0.77061 4.62084 -3.33323
C 0.18714 4.63335 -2.79759
H 1.90044 3.28602 -2.68793
O -5.38793 -5.38535 -3.04768
C 2.25419 4.21123 -0.13834
C 3.43610 2.11786 2.02625
O 2.34093 -0.09570 5.36261
C -0.07125 4.50081 -1.28980
H -6.03232 -7.31379 -2.61996
H -3.51254 -1.71006 -2.11087
H -2.07177 0.48813 -0.54100
H 2.41632 -3.37530 6.17216
C -4.26460 -4.72745 -2.69859
H 1.95252 3.15796 -0.16295
H 5.53299 3.36407 2.04893
O 1.30870 1.76629 4.63021
C -5.12506 -6.79111 -2.90939
H 2.95538 1.60989 1.18266
C -2.54835 0.08677 -1.43884
O -4.08245 -3.55757 -2.86391
H 3.14840 3.84069 3.26894
O -2.31913 -4.05138 0.60870
H 1.72133 3.23129 2.47705
H 0.60571 -1.97607 4.34687
C 1.04802 5.12241 -0.44097
H -4.01529 -0.63852 0.70985
H -1.78850 0.01359 -2.21343
O -3.37409 -5.55928 -2.13124
C 0.32826 2.27277 -3.74350
H 1.40900 6.03433 -0.92666
H -0.22424 -1.96989 5.92139
H -4.77105 -7.17220 -3.86980
C -3.07823 -7.96449 -1.92566
N 5.68614 3.69944 -0.39460
H 1.54902 3.90737 -4.31030
C -4.03943 -6.80862 -1.85228
O 0.13915 -0.10477 5.07810
C 1.04422 0.04900 -3.15090
O 5.63265 3.75505 -1.49853
H -0.99810 5.03153 -1.05256
C -4.21504 -1.32682 -0.11638
H -2.32831 -7.88883 -1.13956
O 1.22289 1.19543 -3.96022
H -0.44811 2.02177 -3.00898
O 5.30780 2.26186 0.05118
O -4.08388 -2.67062 0.36956
C 1.86836 -1.31474 5.98773
H 0.22233 0.15118 -2.43789
H 3.97577 4.78084 1.08425
H -3.61367 -8.90646 -1.80575
H -5.22047 -1.16206 -0.49426
C 0.52351 -1.47200 5.31146
H 3.36927 1.44530 2.88893
H 3.77748 -2.25326 6.28643
O -2.16308 -2.17673 -0.63612
H 1.74461 -1.10474 7.05262
C -2.80721 -3.06562 0.15119
*
```

Here is what Löwdin gives for the atomic charges, in e:
1. H 0.093
2. C -0.328
3. C -0.172
4. H 0.162
5. H 0.107
6. H 0.109
7. H 0.081
8. H 0.086
9. C -0.019
10. H 0.118
11. C -0.568
12. C -0.206
13. S 1.174
14. H 0.091
15. H 0.109
16. H 0.096
17. H 0.130
18. C -0.232
19. H 0.093
20. H 0.115
21. C -0.201
22. H 0.098
23. O 0.077
24. C -0.194
25. C -0.351
26. O 0.074
27. C -0.200
28. H 0.140
29. H 0.124
30. H 0.090
31. H 0.097
32. C -0.547
33. H 0.106
34. H 0.039
35. O 0.140
36. C -0.081
37. H 0.108
38. C -0.022
39. O 0.149
40. H 0.124
41. O 0.151
42. H 0.124
43. H 0.142
44. C -0.193
45. H 0.136
46. H 0.054
47. O 0.092
48. C -0.231
49. H 0.118
50. H 0.144
51. H 0.140
52. C -0.019
53. N 0.033
54. H 0.117
55. C -0.317
56. O 0.080
57. C -0.098
58. O 0.226
59. H 0.111
60. C -0.082
61. H 0.090
62. O -0.179
63. H 0.105
64. O -0.435
65. O 0.060
66. C -0.317
67. H 0.055
68. H 0.078
69. H 0.093
70. H 0.142
71. C -0.074
72. H 0.085
73. H 0.089
74. O 0.086
75. H 0.162
76. C -0.578



- What is the formula in the fourth record?
  C22H40NO12S